DFT (ωB97M-V/def2-TZVPD) results for the molecule C25H26N4O3S at a distorted geometry.

Results
- LUMO energy (eV) = 0.6
- relative energy (zero: lowest compared OMol25 entry of this formula, charge and spin) (kcal/mol) = 56.3
- frontier orbital gap (eV) = 8.9
- SMILES string = COc1cccc(CNC(=O)CSCc2cnn(-c3ccccc3)c2-n2cccc2)c1OC

Positions of all 59 atoms, in Å:
C: -4.88 -1.45 1.08
H: -5.13 -2.52 1.08
O: -3.87 -1.16 0.14
C: -2.65 -1.76 0.28
C: -2.33 -2.62 1.33
C: -1.07 -3.17 1.44
C: -0.09 -2.84 0.53
C: -0.37 -1.98 -0.52
C: -1.66 -1.46 -0.68
O: -1.84 -0.64 -1.76
C: -3.11 -0.57 -2.38
H: -2.92 -0.14 -3.36
H: -3.80 0.07 -1.83
H: -3.54 -1.57 -2.50
C: 0.70 -1.56 -1.50
N: 2.00 -1.56 -0.88
C: 3.13 -1.80 -1.57
O: 3.17 -2.05 -2.76
C: 4.40 -1.80 -0.73
H: 4.57 -2.81 -0.36
H: 5.25 -1.51 -1.36
S: 4.37 -0.74 0.75
C: 4.43 0.92 -0.04
C: 3.12 1.39 -0.55
C: 1.92 1.52 0.13
N: 1.01 1.99 -0.77
N: 1.56 2.14 -1.98
C: 2.82 1.78 -1.86
H: 3.47 1.82 -2.71
C: -0.33 2.36 -0.58
C: -1.19 2.29 -1.68
C: -2.51 2.68 -1.54
C: -2.98 3.13 -0.32
C: -2.12 3.21 0.76
C: -0.79 2.85 0.64
H: -0.13 2.96 1.48
H: -2.48 3.58 1.71
H: -4.02 3.42 -0.21
H: -3.17 2.63 -2.39
H: -0.80 1.94 -2.62
N: 1.61 1.16 1.43
C: 0.55 0.39 1.81
C: 0.62 0.19 3.15
C: 1.76 0.87 3.62
C: 2.35 1.45 2.54
H: 3.23 2.07 2.48
H: 2.10 0.92 4.64
H: -0.07 -0.39 3.74
H: -0.17 0.04 1.09
H: 4.82 1.57 0.75
H: 5.16 0.87 -0.84
H: 2.07 -1.31 0.10
H: 0.46 -0.57 -1.89
H: 0.74 -2.25 -2.35
H: 0.90 -3.25 0.62
H: -0.85 -3.84 2.25
H: -3.08 -2.87 2.06
H: -4.59 -1.14 2.09
H: -5.74 -0.88 0.76